[1]
C39H55BaClF6GeN5O8S2SbSi3 as an isolated structure at a distorted geometry, computed with ωB97M-V with the def2-TZVPD basis set.

Summary:
Lowest unoccupied orbital energy, eV: 3.393
Energy relative to the best compared isomer or geometry (same formula, charge and spin), kcal per mole: 201.6
Orbital gap, eV: 4.737
Highest occupied orbital energy, eV: -1.3
E, Eh: -7461.68301
Multiplicity: 1
Charge: -2

Geometry (Å):
Ba1 -0.6556 1.0347 0.9801
C1 4.0046 0.7462 -2.7447
Sb1 2.4606 1.2794 -1.1955
C2 3.7973 0.4200 0.2165
C3 4.0981 0.7453 1.5371
C4 3.9223 2.0086 2.1782
C5 4.3861 2.1997 3.4511
C6 5.0304 1.1539 4.1241
C7 5.1686 -0.0410 3.4362
N1 4.7333 -0.2565 2.2178
Si1 3.7892 -1.4535 0.0175
C8 2.8975 -2.1411 -1.5308
C9 2.7331 -2.2915 1.3743
C10 5.5801 -2.1896 -0.1253
C11 2.6886 3.7246 -2.0501
C12 1.8327 4.2674 -1.0155
C13 0.9885 5.3820 -1.1730
C14 0.3471 5.9128 -0.0813
C15 0.5392 5.3430 1.1777
C16 1.2900 4.1901 1.2323
N2 1.9069 3.6702 0.1853
Si2 4.4734 4.2375 -1.6558
C17 5.5651 4.4283 -3.2329
C18 5.5553 3.2173 -0.4691
C19 4.4327 6.0275 -0.9316
Si3 2.0887 4.0581 -3.8174
C20 2.8574 2.9007 -5.1365
C21 2.4917 5.8481 -4.4756
C22 0.2197 3.9037 -4.1901
H1 3.5457 0.3584 -3.6495
H2 4.6540 -0.0079 -2.3150
H3 4.5905 1.6246 -2.9993
H4 3.4642 2.8055 1.6169
H5 4.2756 3.1602 3.9468
H6 5.4068 1.2699 5.1322
H7 5.6816 -0.8794 3.9060
H8 1.8440 -1.8897 -1.4576
H9 2.9598 -3.2244 -1.5387
H10 3.2735 -1.7844 -2.4804
H11 1.7386 -1.8202 1.3470
H12 3.1562 -2.1647 2.3619
H13 2.6235 -3.3514 1.1744
H14 6.0546 -1.8901 -1.0562
H15 5.5545 -3.2747 -0.1053
H16 6.1991 -1.8511 0.6952
H17 0.8680 5.8369 -2.1443
H18 -0.2883 6.7825 -0.1921
H19 0.0924 5.7606 2.0655
H20 1.4133 3.6413 2.1615
H21 5.9044 3.4630 -3.5901
H22 6.4492 5.0160 -2.9999
H23 5.0474 4.9183 -4.0476
H24 5.2615 2.1712 -0.4748
H25 5.4616 3.5634 0.5531
H26 6.6048 3.2724 -0.7413
H27 3.9530 6.7239 -1.6132
H28 5.4234 6.4151 -0.7115
H29 3.8641 6.0459 -0.0082
H30 3.9358 2.9841 -5.1890
H31 2.4578 3.1227 -6.1231
H32 2.6147 1.8709 -4.9070
H33 3.2710 6.3242 -3.8909
H34 1.6197 6.4971 -4.4414
H35 2.8317 5.8187 -5.5086
H36 -0.0564 2.8589 -4.2514
H37 -0.0666 4.3796 -5.1256
H38 -0.3822 4.3414 -3.4035
O1 -1.5679 -5.6908 -0.6849
C23 -2.7312 -5.4032 -0.1632
O2 -3.5304 -6.2696 0.1411
C24 -3.0588 -3.9683 0.0428
C25 -4.3051 -3.5307 0.4688
Cl1 -5.6895 -4.4513 0.7949
N3 -4.2697 -2.1747 0.5486
N4 -3.0572 -1.7270 0.2072
C26 -2.3031 -2.7618 -0.0926
C27 -0.8754 -2.5592 -0.5892
O3 -0.3728 -3.5460 -1.1810
O4 -0.3244 -1.4635 -0.4177
C28 -5.3155 -1.2608 0.7277
C29 -6.3882 -1.5059 1.5811
C30 -7.4255 -0.5939 1.6440
C31 -7.3950 0.5635 0.8817
C32 -6.2973 0.8312 0.0756
C33 -5.2647 -0.0773 -0.0098
H39 -1.0212 -4.8249 -0.9193
H40 -6.4115 -2.3955 2.1882
H41 -8.2634 -0.7854 2.3007
H42 -8.2139 1.2668 0.9270
H43 -6.2404 1.7495 -0.4876
H44 -4.4064 0.1095 -0.6316
C34 -1.3616 -3.1366 3.2401
Ge1 -1.4213 -1.3071 4.0411
C35 -3.2155 -0.5090 3.6974
C36 -1.4988 -1.5569 6.0777
C37 0.1543 -0.2990 3.5116
H45 -2.3294 -3.6288 3.2142
H46 -0.6682 -3.7809 3.7702
H47 -0.9994 -2.9910 2.2255
H48 -4.0224 -1.0850 4.1444
H49 -3.3627 -0.4496 2.6268
H50 -3.2418 0.4990 4.0970
H51 -2.3444 -2.1695 6.3799
H52 -1.6019 -0.5818 6.5446
H53 -0.5905 -2.0172 6.4507
H54 1.0017 -0.9802 3.4889
H55 0.3574 0.4716 4.2535
F1 -2.6601 2.7493 -3.4237
C38 -2.7803 3.0877 -2.1267
F2 -2.5570 4.4159 -2.0461
F3 -4.0710 2.8883 -1.8303
S1 -1.4692 2.1719 -1.1345
O5 -2.0722 0.9442 -0.7730
O6 -0.3427 2.1540 -1.9930
N5 -1.2241 3.0794 0.1046
S2 -2.3454 2.9501 1.1528
O7 -3.5754 2.4400 0.6541
O8 -1.8375 2.4785 2.3958
C39 -2.9762 4.6864 1.5459
F4 -3.5749 5.1899 0.4501
F5 -2.1993 5.6670 2.0357
F6 -3.9386 4.5003 2.4707

Results of the Mulliken charge analysis, in e, for atoms 1 through 99:
1. Ba 2.390
2. C -1.064
3. Sb 0.680
4. C -0.105
5. C 0.000
6. C 0.003
7. C -0.644
8. C -0.839
9. C -0.462
10. N -0.493
11. Si 0.525
12. C -0.676
13. C -0.807
14. C -1.422
15. C 1.487
16. C -0.674
17. C -0.776
18. C -0.678
19. C -1.508
20. C -0.611
21. N 1.342
22. Si 0.859
23. C -1.322
24. C -0.612
25. C -1.433
26. Si 0.158
27. C -1.118
28. C -1.342
29. C -1.124
30. H 0.383
31. H 0.458
32. H -0.027
33. H 0.445
34. H 0.403
35. H 0.372
36. H 0.380
37. H -0.200
38. H 0.379
39. H 0.358
40. H -0.215
41. H 0.396
42. H 0.467
43. H 0.332
44. H 0.344
45. H 0.304
46. H 0.357
47. H 0.397
48. H 0.566
49. H 0.389
50. H 0.373
51. H 0.409
52. H 0.306
53. H -0.163
54. H 0.268
55. H 0.474
56. H 0.262
57. H 0.422
58. H 0.288
59. H 0.296
60. H 0.395
61. H 0.209
62. H 0.334
63. H 0.404
64. H 0.387
65. H 0.292
66. H 0.525
67. H 0.103
68. O -0.606
69. C 0.522
70. O -0.684
71. C -0.342
72. C 0.431
73. Cl -0.183
74. N 0.563
75. N 0.216
76. C -0.485
77. C 0.451
78. O -0.882
79. O 0.126
80. C 0.126
81. C -0.416
82. C -0.861
83. C -0.564
84. C -0.423
85. C -0.211
86. H 0.455
87. H 0.435
88. H 0.354
89. H 0.393
90. H 0.387
91. H 0.341
92. C -0.969
93. Ge 1.118
94. C -0.559
95. C -1.467
96. C -1.345
97. H 0.329
98. H 0.474
99. H -0.048



[2]
A 15-piece molecular cluster, C39H55N15O3 overall at a distorted geometry, computed with ωB97M-V with the def2-TZVPD basis set.

Summary:
Lowest unoccupied orbital energy, eV: -1.919
Orbital gap, eV: 7.564
Highest occupied orbital energy, eV: -9.5
E, Eh: -2565.65308
Multiplicity: 1
Charge: 0

Geometry (Å):
C1 -0.8551 -0.7336 0.4754
C2 -1.6670 -0.3617 -0.8983
C3 -2.8444 0.7639 -0.7355
C4 -3.1769 1.5616 -1.9836
C5 -4.3977 2.7037 -1.9517
O1 -4.3693 3.7854 -2.7344
C6 -5.6461 2.3336 -0.9027
C7 -5.3075 1.5400 0.3466
N1 -6.4743 1.1889 1.2376
C8 -6.2333 1.5079 2.6947
C9 -6.9999 -0.2096 1.0124
C10 -6.6031 -1.2268 -0.2098
O2 -7.9351 -0.6582 1.8939
C11 -3.7266 1.0862 0.6075
O3 -3.1692 1.0256 1.8495
H1 -0.5374 0.2703 0.9905
H2 -1.6149 -1.2902 1.1883
H3 0.0959 -1.4303 0.2901
H4 -2.0629 -1.3621 -1.3974
H5 -0.8646 0.0725 -1.6669
H6 -2.6119 1.3893 -2.9953
H7 -6.7688 2.6195 -1.0967
H8 -7.2352 1.5405 3.3413
H9 -5.5155 0.6842 3.1651
H10 -5.7041 2.5443 2.8593
H11 -6.5484 -2.3219 0.2591
H12 -7.4024 -1.1524 -1.0755
H13 -5.5589 -1.0348 -0.7018
C12 4.0230 -1.0868 -0.2155
C13 2.6250 -1.3028 -0.6245
N2 1.5205 -1.4734 -0.9476
H14 4.1041 -0.3125 0.5546
H15 4.4700 -1.9987 0.1943
H16 4.6469 -0.7713 -1.0584
C14 -2.4497 -3.4445 4.3873
C15 -1.4895 -2.5508 3.7185
N3 -0.7308 -1.8445 3.1901
H17 -3.0782 -3.9762 3.6650
H18 -1.9423 -4.2021 4.9939
H19 -3.1200 -2.8920 5.0541
C16 3.1172 -3.1558 3.3410
C17 4.4837 -3.2348 2.7983
N4 5.5634 -3.2972 2.3695
H20 2.7852 -4.1189 3.7429
H21 3.0461 -2.4246 4.1531
H22 2.3939 -2.8589 2.5741
C18 -0.4023 3.7164 0.5209
C19 0.7184 2.7669 0.6233
N5 1.6040 2.0166 0.7043
H23 -0.1137 4.7199 0.8510
H24 -0.7636 3.8061 -0.5090
H25 -1.2532 3.4057 1.1363
C20 -0.9228 -7.4776 4.6879
C21 -0.0448 -6.4851 4.0460
N6 0.6490 -5.7008 3.5388
H26 -1.6012 -7.9445 3.9659
H27 -0.3477 -8.2821 5.1584
H28 -1.5431 -7.0243 5.4682
C22 1.2651 -4.3349 -3.7875
C23 0.0439 -3.5885 -3.4417
N7 -0.9211 -2.9987 -3.1685
H29 1.6678 -4.0246 -4.7575
H30 2.0558 -4.1829 -3.0453
H31 1.0780 -5.4124 -3.8448
C24 -10.0535 3.8242 0.4341
C25 -9.6921 2.7593 -0.5164
N8 -9.4065 1.9179 -1.2675
H32 -9.6141 3.6507 1.4221
H33 -9.7064 4.8054 0.0935
H34 -11.1379 3.8940 0.5702
C26 -2.1977 7.5475 -0.0382
C27 -0.7944 7.1091 0.0430
N9 0.3144 6.7627 0.1071
H35 -2.3381 8.5389 0.4055
H36 -2.5441 7.6054 -1.0755
H37 -2.8675 6.8598 0.4887
C28 4.2643 2.0985 -3.0824
C29 5.1732 0.9424 -3.1552
N10 5.8914 0.0288 -3.2127
H38 3.2528 1.8393 -3.4127
H39 4.1821 2.4847 -2.0610
H40 4.6089 2.9244 -3.7137
C30 9.0680 0.1978 -3.9801
C31 9.9655 -0.8073 -4.5737
N11 10.6747 -1.6014 -5.0428
H41 8.9166 1.0508 -4.6499
H42 8.0801 -0.2211 -3.7613
H43 9.4677 0.5920 -3.0398
C32 3.2949 5.7228 -0.7718
C33 4.4156 4.7733 -0.6694
N12 5.3012 4.0230 -0.5884
H44 3.5835 6.7263 -0.4417
H45 2.9336 5.8125 -1.8017
H46 2.4440 5.4121 -0.1564
C34 4.8438 -6.3926 4.8603
C35 3.9841 -5.8992 5.9492
N13 3.3049 -5.5093 6.8095
H47 4.8576 -5.7014 4.0110
H48 5.8803 -6.5210 5.1898
H49 4.5020 -7.3621 4.4828
C36 8.1744 -0.9581 0.0274
C37 9.0524 0.0344 -0.6145
N14 9.7462 0.8187 -1.1217
H50 7.4960 -1.4250 -0.6945
H51 8.7495 -1.7626 0.4980
H52 7.5541 -0.5048 0.8078
C38 -4.2667 2.0595 -6.0778
C39 -2.9579 1.3917 -6.1740
N15 -1.9238 0.8641 -6.2500
H53 -4.3997 2.5512 -5.1083
H54 -4.3867 2.8275 -6.8492
H55 -5.0925 1.3500 -6.1965

Results of the Mulliken charge analysis, in e, for atoms 1 through 99:
1. C -0.679
2. C -0.518
3. C 0.837
4. C -0.507
5. C 0.305
6. O -0.626
7. C -0.456
8. C -0.466
9. N 0.392
10. C -0.723
11. C 0.465
12. C -0.686
13. O -0.610
14. C 0.615
15. O -0.573
16. H 0.058
17. H 0.149
18. H 0.383
19. H 0.247
20. H 0.273
21. H 0.337
22. H 0.156
23. H 0.263
24. H 0.264
25. H 0.316
26. H 0.277
27. H 0.262
28. H 0.165
29. C -0.216
30. C 0.334
31. N -0.479
32. H 0.337
33. H 0.152
34. H -0.221
35. C -0.802
36. C 0.457
37. N -0.410
38. H 0.262
39. H 0.178
40. H 0.334
41. C -0.127
42. C 0.338
43. N -0.492
44. H 0.003
45. H 0.279
46. H 0.047
47. C -0.704
48. C 0.392
49. N -0.458
50. H 0.279
51. H 0.244
52. H 0.214
53. C -0.878
54. C 0.362
55. N -0.333
56. H 0.294
57. H 0.289
58. H 0.284
59. C -0.791
60. C 0.395
61. N -0.383
62. H 0.267
63. H 0.219
64. H 0.280
65. C -0.855
66. C 0.496
67. N -0.443
68. H 0.245
69. H 0.280
70. H 0.330
71. C -0.876
72. C 0.531
73. N -0.474
74. H 0.305
75. H 0.278
76. H 0.269
77. C -0.526
78. C 0.459
79. N -0.582
80. H 0.313
81. H -0.076
82. H 0.334
83. C -0.233
84. C 0.305
85. N -0.421
86. H 0.290
87. H 0.045
88. H 0.090
89. C -0.571
90. C 0.385
91. N -0.440
92. H 0.357
93. H 0.283
94. H 0.050
95. C -0.600
96. C 0.359
97. N -0.421
98. H 0.101
99. H 0.296